A 5-piece molecular cluster, C12H15F4IO13PS overall in a non-equilibrium geometry. Source: the Open Molecules 2025 dataset; level of theory: ωB97M-V/def2-TZVPD.

Positions of all 47 atoms, in Å:
O1 0.69293 -0.15035 -2.59753
P1 1.86600 -1.13693 -2.01445
S1 2.75812 -2.09528 -3.81554
I1 3.73780 0.35106 -1.50318
H1 0.24116 -0.53972 -3.36646
H2 2.54043 -1.25830 -4.85997
H3 1.96852 -3.15052 -4.12388
C1 -1.37126 0.29671 1.77733
C2 -0.78541 0.14861 0.39438
O2 -1.68548 -0.74394 -0.23696
C3 -2.90178 -0.59244 0.36506
O3 -3.92796 -0.98319 -0.07571
O4 -2.76766 0.10766 1.51756
F1 0.45038 -0.42853 0.41373
H4 -1.01502 -0.48594 2.44851
H5 -1.18841 1.27043 2.22337
H6 -0.73656 1.06991 -0.18032
C4 5.15386 -6.51247 -1.44798
C5 4.58063 -6.45036 -2.84599
O5 3.46499 -5.57152 -2.67535
C6 3.72596 -4.78058 -1.60695
O6 3.09144 -3.80680 -1.32593
O7 4.78286 -5.22751 -0.91948
F2 4.13820 -7.64150 -3.28318
H7 4.67814 -7.29689 -0.85927
H8 6.23187 -6.63829 -1.42413
H9 5.25330 -6.02491 -3.59248
C7 2.04565 4.49067 1.35203
C8 0.63753 3.95093 1.44669
O8 0.58978 3.42867 2.75491
C9 1.50317 4.11468 3.51501
O9 1.56203 4.07850 4.69214
O10 2.31931 4.84108 2.70778
F3 0.40802 2.92620 0.57437
H10 2.74246 3.71443 1.02905
H11 2.13713 5.35745 0.70326
H12 -0.14756 4.69770 1.32394
C10 -5.68330 2.25666 0.44991
C11 -4.74677 2.66261 1.56409
O11 -5.56078 3.48607 2.37040
C12 -6.85866 3.09541 2.18786
O12 -7.76391 3.41766 2.87513
O13 -6.95016 2.27640 1.10874
F4 -3.68346 3.38489 1.11010
H13 -5.67876 2.99406 -0.35511
H14 -5.47494 1.26835 0.04636
H15 -4.37382 1.82918 2.15817

Summary:
- Kohn-Sham gap: 8.4 eV
- Charge: +1
- Molar mass: 633.176 g mol⁻¹
- LUMO: -4.257 eV

An isolated ion of composition C4H9NO2 and charge +1 in a non-equilibrium geometry. Source: the Open Molecules 2025 dataset; level of theory: ωB97M-V/def2-TZVPD.

Positions of all 16 atoms, in Å:
O1 0.06972 -0.30687 -1.91057
C1 -0.00957 0.02351 -0.74815
N1 1.26476 0.26979 -0.06496
C2 1.36544 0.41444 1.32928
O2 1.07096 -0.83301 1.90699
C3 -1.27944 0.13273 0.05384
C4 -2.43875 0.35775 -0.91031
H1 2.09114 0.23440 -0.60797
H2 2.39296 0.57393 1.69421
H3 0.61457 1.10189 1.78732
H4 1.56968 -1.58513 1.53911
H5 -1.16325 -0.85763 0.64094
H6 -1.16818 0.90125 0.74906
H7 -2.17726 -0.10974 -1.94665
H8 -3.30583 -0.05612 -0.77193
H9 -2.65868 1.45711 -0.94865

Summary:
- Kohn-Sham gap (alpha / beta): 12.6 / 6.7 eV
- Charge: +1
- Energy above the lowest of the compared OMol25 structures with the same formula, charge and spin: 62.2 kcal per mole
- Molar mass: 103.121 g mol⁻¹
- LUMO (alpha / beta): -3.709 / -9.438 eV
- Expectation value of S²: 0.768
- Spin multiplicity: 2

A 2-piece molecular cluster, C2H5NO2Se overall in a non-equilibrium geometry. Source: the Open Molecules 2025 dataset; level of theory: ωB97M-V/def2-TZVPD.

Positions of all 11 atoms, in Å:
C1 -0.33415 0.84601 0.62117
C2 0.47845 -0.23478 -0.03051
N1 -0.32509 -1.10653 -0.85942
O1 -1.72832 0.74714 0.76892
O2 0.19203 1.86787 0.94545
Se1 1.76771 0.63891 -1.21896
H1 0.98338 -1.16604 1.21570
H2 -2.14144 -0.11393 0.54243
H3 -1.18566 -1.36414 -0.36153
H4 0.21296 -1.94947 -1.28924
H5 2.08013 1.83495 -0.33402

Summary:
- Kohn-Sham gap (alpha / beta): 6.4 / 6.3 eV
- Molar mass: 154.027 g mol⁻¹
- LUMO (alpha / beta): 0.254 / -3.019 eV
- Expectation value of S²: 2.008
- Spin multiplicity: 3

One molecule with the formula C42H68O13 in a non-equilibrium geometry. Source: the Open Molecules 2025 dataset; level of theory: ωB97M-V/def2-TZVPD.

Positions of all 123 atoms, in Å:
C1 -5.05045 -0.42807 1.97992
H1 -4.28166 -0.66311 2.53826
H2 -5.96989 -0.05498 2.55157
C2 -4.64293 0.36385 0.73496
O1 -3.45443 -0.30641 -0.07344
C3 -2.82694 0.65147 -0.89516
O2 -1.75091 0.06923 -1.45886
C4 -0.67775 -0.34685 -0.70020
C5 -0.46234 -1.77365 -0.23167
C6 0.77337 -1.82433 0.50170
H3 0.86174 -2.94863 1.04047
H4 0.76512 -1.39828 1.55689
C7 2.09177 -1.42734 -0.43041
C8 2.26650 -2.40653 -1.24902
H5 2.74024 -2.07668 -2.28616
H6 1.49085 -2.82313 -1.56633
H7 3.05597 -3.04928 -1.10438
C9 1.85116 0.15763 -0.68837
C10 2.90787 0.58943 -1.29885
H8 3.35433 0.17167 -2.10469
H9 2.88920 1.58925 -1.70624
C11 4.27330 0.83259 -0.14068
H10 3.88206 1.47167 0.57233
H11 5.12611 1.26739 -0.69455
C12 4.45977 -0.90774 0.34615
C13 5.13403 -1.45180 -0.81503
H12 5.34986 -2.43291 -0.69509
H13 6.13050 -1.16816 -0.86590
H14 4.77454 -1.26332 -1.69820
C14 3.21415 -1.22329 0.76857
C15 3.52223 -2.69458 1.51156
C16 4.77538 -2.96319 1.96743
C17 5.85493 -1.88779 2.04639
C18 6.82251 -1.92598 3.19101
C19 6.39074 -1.43934 4.63299
H15 5.99070 -0.42673 4.85817
H16 5.40826 -2.15528 4.92924
C20 7.47487 -1.44654 5.81263
C21 7.70660 -3.17538 6.01959
H17 8.12507 -3.67771 5.27827
H18 8.40883 -3.10277 6.72464
H19 6.88964 -3.47275 6.50003
C22 7.17959 -0.99406 7.02322
H20 6.99538 0.10987 6.78237
H21 7.92939 -1.24395 7.81675
H22 6.04292 -1.43048 7.29125
C23 8.72297 -0.92090 5.06829
H23 8.54211 0.17804 5.01315
C24 9.11334 -1.57597 3.79989
C25 8.13407 -1.30050 2.88837
C26 8.13960 -2.18848 1.50455
O3 6.82319 -2.48762 1.08265
H24 8.51355 -1.69916 0.62647
H25 8.69035 -2.94067 1.63365
C27 7.71609 0.33247 2.33976
H26 7.42381 0.89171 3.44219
O4 9.02998 0.78164 1.93388
H27 9.38487 0.45026 1.24964
C28 6.65826 0.33219 1.37969
H28 7.04538 0.33637 0.40177
H29 6.44227 1.35663 1.10007
C29 5.40879 -0.38108 1.58173
C30 4.62316 0.16934 2.66666
H30 4.09794 1.00803 2.37634
H31 4.17718 -0.41974 3.24258
H32 5.33838 0.86964 3.25976
H33 9.53130 -2.41003 3.72556
H34 9.93371 -0.76639 3.58534
H35 9.73235 -1.15342 5.87282
H36 6.90832 -2.65523 3.60956
H37 4.83425 -3.73086 2.63043
H38 2.75779 -3.26393 1.47677
H39 2.90422 -0.71104 1.59371
H40 1.51981 0.38535 0.39336
C31 0.49464 0.35147 -1.66868
C32 0.39085 -0.34818 -2.96989
H41 1.37049 0.01724 -3.41781
H42 0.52600 -1.40390 -2.90724
H43 -0.65555 -0.15289 -3.49059
C33 0.24577 1.95320 -1.69079
H44 -0.69256 2.00875 -2.03032
H45 0.90509 2.30075 -2.53045
O5 0.32794 2.76101 -0.43045
H46 1.17939 2.78425 -0.24006
H47 -0.76076 -2.43091 -1.14211
H48 -1.36624 -2.05161 0.50086
H49 -0.85563 0.32153 0.24732
C34 -3.80291 0.96684 -2.25916
O6 -3.26770 2.11250 -2.79903
H50 -3.83002 2.13710 -3.44307
H51 -4.21505 0.22210 -2.65232
C35 -5.19795 1.54951 -1.39120
C36 -5.72417 0.53105 -0.29225
O7 -5.96668 -0.71714 -0.73207
H52 -5.24673 -0.97684 -0.89787
H53 -6.47600 0.89409 0.27565
H54 -5.04305 2.46027 -0.93235
O8 -6.08247 1.72784 -2.39127
C37 -7.24221 2.60895 -2.17736
C38 -7.68177 3.19838 -3.38762
C39 -8.37184 2.30758 -4.35533
O9 -7.75539 1.28497 -5.01214
H55 -7.63811 0.61215 -4.44607
C40 -9.62152 1.78753 -3.50926
O10 -10.70887 2.80099 -3.22933
H56 -10.20194 3.34884 -2.77091
C41 -9.24009 1.08479 -2.21432
O11 -8.31281 2.11786 -1.48011
C42 -8.63419 -0.28121 -2.31151
O12 -7.73259 -0.60341 -3.02019
H57 -6.82551 -0.42676 -2.58699
H58 -9.57463 -1.03246 -2.64124
H59 -8.52588 -0.74707 -1.25248
H60 -10.02183 1.11452 -1.59401
H61 -10.16740 0.89097 -4.19820
H62 -8.87094 2.77318 -5.35756
O13 -8.24076 4.37077 -3.11769
H63 -8.72392 4.78795 -3.93571
H64 -6.64595 3.42445 -4.08478
H65 -6.91164 3.20485 -1.44577
H66 -2.67660 1.48745 -0.26679
H67 -4.39569 1.33193 1.19703
H68 -5.40111 -1.44462 1.61838

Summary:
- Kohn-Sham gap: 8.2 eV
- Energy above the lowest of the compared OMol25 structures with the same formula, charge and spin: 846.9 kcal per mole
- Molar mass: 780.993 g mol⁻¹
- LUMO: 0.502 eV

One molecule with the formula C8H14 in a non-equilibrium geometry. Source: the Open Molecules 2025 dataset; level of theory: ωB97M-V/def2-TZVPD.

Positions of all 22 atoms, in Å:
C1 2.70301 1.82889 0.11838
C2 1.20406 1.30843 0.27907
C3 0.95840 -0.10663 0.71764
C4 0.05898 -1.10451 0.05360
C5 -1.33261 -0.53299 -0.33178
C6 -2.26540 -0.45966 0.63313
C7 -3.65390 -0.17269 0.58436
C8 0.61266 -1.82260 -1.21260
H1 3.23143 1.19019 -0.62496
H2 3.28719 1.99516 1.03922
H3 2.77260 2.71762 -0.57642
H4 0.66736 1.52348 -0.71665
H5 0.74347 2.30240 0.84983
H6 -0.39108 -1.87757 0.66939
H7 1.11833 -0.35594 1.73724
H8 -1.51047 0.11713 -1.24828
H9 -1.82114 -0.73233 1.59356
H10 -3.97626 0.31778 -0.38217
H11 -4.44942 -0.26289 1.37158
H12 -0.26366 -2.20941 -1.72921
H13 1.02361 -0.97363 -1.86323
H14 1.28287 -2.69024 -0.96171

Summary:
- Kohn-Sham gap: 5.1 eV
- Energy above the lowest of the compared OMol25 structures with the same formula, charge and spin: 147.7 kcal per mole
- Molar mass: 110.200 g mol⁻¹
- LUMO: -1.374 eV

One molecule with the formula C3H3NOS in a non-equilibrium geometry. Source: the Open Molecules 2025 dataset; level of theory: ωB97M-V/def2-TZVPD.

Positions of all 9 atoms, in Å:
C1 1.49468 2.20589 -0.02937
C2 0.24015 0.91783 -0.61338
C3 -0.97707 -1.45287 0.30049
N1 2.24346 2.98179 0.31221
O1 -0.05849 0.84458 -1.75840
S1 0.12949 -0.03943 0.85221
H1 -1.81006 -1.49181 0.90069
H2 -0.39946 -2.36898 0.81491
H3 -0.86270 -1.59700 -0.77936

Summary:
- Kohn-Sham gap: 10.8 eV
- SMILES: CSC(=O)C#N
- Energy above the lowest of the compared OMol25 structures with the same formula, charge and spin: 47.6 kcal per mole
- Molar mass: 101.130 g mol⁻¹
- LUMO: -0.021 eV

So what do the calculations give for DFT total energy? Going down the list: -2880.89213 -362.66084 -2685.64487 -2617.97980 -312.98200 -644.21106 hartree.